This record from OMol25 describes C31H35Cl2HgN10O8S3 as an isolated structure. The level of theory is ωB97M-V/def2-TZVPD.

Structure (XYZ):
```
90
C31H35Cl2HgN10O8S3 ωB97M-V/def2-TZVPD
Hg 0.036 -0.398 0.275
Cl 2.969 -4.603 1.797
Cl -1.376 -1.567 3.054
S 3.634 0.714 0.242
S 1.554 -1.895 1.434
S 0.192 2.681 1.831
O -1.094 1.455 -0.214
O -1.881 -1.235 -0.265
O -7.159 1.834 -1.414
O -0.419 3.889 -1.203
O -2.134 5.307 -1.133
O 0.245 1.245 2.249
O -3.881 -1.576 -1.145
O -6.612 3.910 -1.567
N -6.306 2.725 -1.416
N 3.305 -5.875 -2.743
N 4.467 -5.920 -2.219
N 0.502 -1.577 -2.265
N 1.331 -3.134 -3.584
N 1.242 1.588 -1.470
N 4.773 2.327 -1.491
N 3.138 -4.681 -3.368
N -1.692 4.107 -1.108
N 2.526 2.033 -1.801
C 4.638 -2.660 -3.674
C 1.212 -1.992 -4.347
C 4.259 -3.921 -3.227
C -1.868 1.963 4.547
C 1.284 3.537 3.064
C -2.259 1.693 -0.691
C 0.689 -1.052 -3.519
C -2.627 3.060 -1.037
C 1.393 -4.390 2.487
C 5.112 -4.739 -2.466
C -4.940 2.388 -1.238
C -1.056 -4.120 3.702
C 6.752 -3.031 -2.530
C -2.259 2.269 3.103
C -3.964 3.388 -1.243
C 2.712 4.631 1.301
C 3.610 1.738 -1.054
C 5.902 -2.236 -3.311
C -0.388 -5.327 3.778
C 1.704 4.863 2.427
C 0.730 -3.152 2.335
C -2.993 -0.816 -0.746
C 1.899 -4.373 -4.032
C 0.854 -5.456 3.182
C -3.270 0.683 -0.841
C 0.771 -3.845 -1.248
C -0.509 -3.051 3.009
C 6.380 -4.287 -2.100
C -1.410 3.359 2.473
C -4.575 1.051 -1.083
C 0.875 -2.831 -2.327
H 7.724 -2.643 -2.254
H 1.492 -1.965 -5.387
H 4.726 3.210 -1.977
H 5.540 2.192 -0.856
H -1.915 3.783 1.606
H -0.851 1.572 4.579
H -0.087 -3.607 -0.623
H -5.326 0.279 -1.152
H 0.399 -0.046 -3.771
H 0.806 1.201 -2.293
H 2.588 2.833 -2.417
H 0.763 3.661 4.014
H -3.311 2.561 3.061
H 1.415 -6.378 3.248
H 7.031 -4.903 -1.496
H 2.052 -4.292 -5.111
H 0.815 5.346 2.007
H -2.010 -3.987 4.193
H -2.145 1.362 2.506
H -2.540 1.216 4.974
H 6.242 -1.259 -3.630
H 0.652 -4.847 -1.663
H 2.880 5.540 0.723
H 2.128 5.540 3.175
H 1.232 -5.211 -3.827
H 1.662 -3.831 -0.618
H -0.815 -6.161 4.319
H 2.132 2.863 3.201
H -1.936 2.864 5.164
H -1.184 4.169 3.168
H 2.320 3.868 0.632
H 3.976 -2.029 -4.252
H 3.666 4.280 1.705
H -4.233 4.416 -1.417
H 0.650 2.370 -1.147
```

Output
Spin multiplicity = 2
⟨S²⟩ = 0.767
HOMO-LUMO gap (spin up / spin down) = 3.49 / 5.99 eV
Energy relative to the best compared isomer or geometry (same formula, charge and spin) = 63.1 kJ/mol
Largest force on an atom = 0.01963 Eh/bohr
E = -125717.5427 eV
Total charge = -2



This record from OMol25 describes C31H35ClN2PdSi2 as an isolated structure. The level of theory is ωB97M-V/def2-TZVPD.

Structure (XYZ):
```
72
C31H35ClN2PdSi2 ωB97M-V/def2-TZVPD
Pd -3.140 -0.835 1.247
Cl 0.357 1.017 -2.678
Si 2.347 1.410 -3.010
Si -1.215 -0.306 -0.105
N -3.638 -2.657 0.139
N -4.754 -0.164 -0.041
C -0.620 1.126 0.895
C 2.270 4.889 -0.788
C 0.946 2.075 2.476
C -3.539 0.371 3.180
C -1.413 2.281 1.014
C 2.873 2.881 -2.015
C -0.046 -2.671 1.111
C 4.546 4.061 -0.704
C 0.151 3.214 2.604
C -5.683 -1.301 -0.278
C -4.598 -1.665 2.975
C 0.905 -3.692 1.113
C 1.576 -3.095 -1.118
C -3.231 -1.910 3.294
C 1.929 3.864 -1.674
C -1.028 3.316 1.865
C 4.453 -0.341 -3.760
C 4.703 -1.498 -1.231
C 3.582 0.052 -2.725
C -4.790 -0.254 2.914
C 0.571 1.030 1.629
C 5.569 -1.883 -2.260
C -4.900 -2.531 -0.660
C 1.745 -3.887 0.018
C 5.449 -1.295 -3.524
C 4.203 3.030 -1.584
C 3.576 4.982 -0.290
C -2.576 -0.649 3.424
C -0.168 -1.831 -0.007
C 3.722 -0.526 -1.459
C 0.599 -2.109 -1.147
H 1.190 0.132 1.554
H -3.731 -3.404 0.832
H -2.348 2.358 0.456
H 5.573 4.142 -0.339
H -1.656 4.202 1.956
H 1.869 1.991 3.048
H 0.444 -1.524 -2.056
H 2.225 -3.233 -1.980
H 2.530 -4.649 0.040
H 0.445 4.022 3.275
H 4.352 0.120 -4.746
H 3.839 5.777 0.411
H -5.380 -2.422 2.870
H -4.612 -2.475 -1.717
H -3.356 1.446 3.234
H 0.998 -4.343 1.983
H 4.970 2.328 -1.921
H 6.135 -1.580 -4.326
H -2.779 -2.888 3.464
H -1.538 -0.487 3.703
H 3.057 -0.225 -0.647
H -4.316 0.160 -0.906
H 2.316 1.725 -4.454
H -5.508 -3.425 -0.505
H -5.230 0.629 0.387
H 4.782 -1.958 -0.244
H 1.512 5.617 -0.487
H -6.377 -1.039 -1.084
H 0.919 3.820 -2.086
H -6.260 -1.475 0.635
H -5.745 0.256 2.770
H -2.850 -2.914 -0.457
H 6.333 -2.642 -2.075
H -0.690 -2.532 1.984
H -1.842 -0.010 -1.414
```

Output
Spin multiplicity = 5
⟨S²⟩ = 6.019
HOMO-LUMO gap (spin up / spin down) = 7.51 / 3.27 eV
Energy relative to the best compared isomer or geometry (same formula, charge and spin) = 0.0 kJ/mol
Largest force on an atom = 0.03694 Eh/bohr
E = -67435.0716 eV
Total charge = +2



This record from OMol25 describes C31H35F8KLi2N5O17S3 as an isolated structure. The level of theory is ωB97M-V/def2-TZVPD.

Structure (XYZ):
```
102
C31H35F8KLi2N5O17S3 ωB97M-V/def2-TZVPD
K -1.679 -4.338 2.060
S 0.672 5.061 -2.501
S 2.654 1.169 0.950
S -1.335 -2.814 -8.694
F 3.674 12.746 -3.242
F 0.205 0.090 1.013
F 1.952 -4.425 9.172
F 1.588 -0.915 -0.347
F 5.579 11.998 -2.550
F -0.599 -1.645 6.519
F 0.639 0.982 -0.868
F 4.150 12.802 -1.132
O 2.059 2.368 1.444
O -0.697 5.526 -2.189
O -0.973 -1.296 -8.395
O -0.333 -3.654 -8.122
O 3.546 1.239 -0.166
O 0.851 -0.838 3.641
O 0.873 5.021 -3.971
O -0.832 0.442 3.959
O 4.441 9.955 -1.336
O 0.823 3.665 -1.980
O 1.658 5.949 -1.874
O -2.710 -3.018 -8.360
O 2.941 0.138 1.931
O 2.572 10.411 -2.517
O -3.673 -6.390 0.886
O 0.411 -1.974 9.191
O -5.499 -10.627 -1.707
N -1.962 -1.889 9.604
N -1.039 1.915 -3.383
N 0.625 -2.834 8.117
N 0.488 -3.651 6.130
N 0.349 0.188 4.075
C -1.412 -3.923 4.528
C 1.440 3.197 5.947
C -4.092 -7.371 0.288
C -3.504 -8.710 0.507
C 4.277 12.087 -2.259
C 1.190 0.361 0.154
C 1.358 -3.997 8.106
C -1.132 -2.760 -10.437
C -5.204 -7.248 -0.676
C -0.646 2.258 -4.618
C 2.560 0.885 4.871
C -1.773 2.381 -5.378
C 3.640 10.694 -2.071
C -5.668 -8.309 -1.330
C 0.120 -2.645 6.893
C 3.993 8.609 -1.018
C 0.632 2.293 5.285
C -2.123 -4.571 5.706
C 0.115 -3.822 4.724
C 2.801 2.949 6.074
C -0.285 -1.249 -6.032
C -0.846 -2.006 9.537
C -2.909 2.080 -4.560
C -1.287 -0.801 -7.075
C 4.280 7.641 -2.135
C -3.962 -9.776 -0.142
C 3.359 1.798 5.534
C 1.207 1.149 4.764
C -5.084 -9.661 -1.117
C 1.281 -4.510 6.879
C -2.398 1.800 -3.322
Li 1.289 -2.497 -1.096
Li -3.082 3.107 -6.961
H -0.404 1.799 -2.604
H 1.703 -5.405 6.505
H -1.279 -3.773 -10.804
H -1.262 0.283 -7.146
H 0.393 2.410 -4.851
H 4.003 6.635 -1.832
H -2.690 -8.771 1.219
H -5.613 -6.255 -0.816
H -2.302 -1.092 -6.799
H -1.876 -2.091 -10.857
H -1.602 -4.525 3.629
H -3.551 -10.767 0.000
H 3.710 7.892 -3.027
H 2.934 8.616 -0.766
H -6.482 -8.245 -2.040
H -0.489 -0.742 -5.088
H -1.749 2.651 -6.411
H -0.126 -2.419 -10.660
H -3.000 -5.096 5.397
H 2.984 -0.003 4.437
H 3.430 3.660 6.591
H 0.730 -1.016 -6.352
H 5.340 7.664 -2.400
H -2.460 -3.800 6.373
H -0.341 -2.325 -5.871
H 4.419 1.615 5.623
H -2.892 1.540 -2.404
H 0.541 -4.750 4.398
H 1.011 4.097 6.361
H -1.787 -2.914 4.419
H -0.424 2.480 5.173
H 4.546 8.338 -0.122
H -1.479 -5.212 6.279
H 0.575 -3.047 4.133
H -3.959 2.077 -4.826
```

Output
Spin multiplicity = 1
HOMO-LUMO gap = 1.52 eV
Energy relative to the best compared isomer or geometry (same formula, charge and spin) = 0.0 kJ/mol
Largest force on an atom = 0.13508 Eh/bohr
E = -145929.7382 eV
Total charge = +1



This record from OMol25 describes C31H35N4O4PRhS2Te as an isolated structure. The level of theory is ωB97M-V/def2-TZVPD.

Structure (XYZ):
```
79
C31H35N4O4PRhS2Te ωB97M-V/def2-TZVPD
Te -1.274 3.186 -1.041
Rh -0.101 0.820 -0.619
S 2.245 1.477 -0.952
S 0.169 -2.204 0.988
P -1.089 1.777 -3.018
O 0.185 2.160 -3.892
O -0.961 0.356 -2.597
O -2.365 1.908 -3.953
O 0.740 -1.220 0.009
N 0.257 1.350 2.274
N 2.824 2.353 1.558
N 0.710 1.406 1.065
N 3.911 2.842 0.992
C 0.759 -4.530 -3.026
C -2.378 -3.232 1.251
C -4.467 2.907 -4.525
C -1.970 0.502 1.720
C -3.166 -3.496 3.508
C -3.333 -4.148 0.826
C -0.980 0.984 2.613
C 6.193 3.853 3.661
C -2.981 3.139 -4.317
C -2.578 0.673 4.415
C 6.056 3.849 0.884
C 7.172 4.349 1.514
C 1.075 -3.798 0.656
C 1.161 -3.953 -1.834
C 0.683 -4.442 -0.621
C -3.526 0.194 3.514
C 5.067 3.350 3.048
C 1.850 3.841 -3.406
C -4.199 -4.729 1.733
C -0.621 -6.077 -1.816
C -0.223 -5.502 -0.624
C -2.301 -2.909 2.600
C 7.245 4.358 2.904
C -3.207 0.106 2.163
C -1.461 -2.608 0.251
C 1.955 1.794 0.748
C -4.118 -4.406 3.078
C -1.328 1.056 3.987
C 0.600 3.489 -4.196
C 4.989 3.343 1.647
C -0.134 -5.591 -3.019
H 4.240 2.951 3.611
H 6.268 3.843 4.736
H 7.998 4.723 0.929
H 1.139 -4.151 -3.963
H -3.089 -3.242 4.554
H -3.391 -4.415 -0.220
H -2.827 0.731 5.465
H 2.124 -3.510 0.672
H -0.205 4.199 -3.975
H 2.588 3.053 -3.536
H 0.841 -4.418 1.520
H 1.841 -3.114 -1.840
H -4.928 -5.443 1.385
H -1.299 -3.257 -0.609
H -2.825 3.876 -3.512
H 2.266 4.780 -3.759
H -4.940 3.844 -4.810
H -0.587 1.430 4.675
H 8.122 4.753 3.393
H -1.561 -2.201 2.944
H -0.616 -5.874 0.311
H 0.809 3.505 -5.269
H 5.994 3.834 -0.195
H -0.454 -6.038 -3.948
H -1.832 -1.648 -0.121
H -3.937 -0.283 1.470
H -4.929 2.544 -3.610
H -1.724 0.407 0.645
H -1.315 -6.903 -1.803
H 3.949 2.810 -0.035
H -4.504 -0.110 3.850
H -4.623 2.173 -5.312
H -4.785 -4.871 3.786
H -2.517 3.510 -5.238
H 1.622 3.935 -2.343
```

Output
Spin multiplicity = 1
HOMO-LUMO gap (spin up / spin down) = 5.06 / 5.39 eV
Largest force on an atom = 0.06559 Eh/bohr
E = -88120.1050 eV
Total charge = +1



This record from OMol25 describes C31H35N4O6PdS2 as an isolated structure. The level of theory is ωB97M-V/def2-TZVPD.

Structure (XYZ):
```
79
C31H35N4O6PdS2 ωB97M-V/def2-TZVPD
Pd 0.236 0.157 0.460
S -1.934 -2.119 -0.192
S 4.051 3.139 0.446
O -1.930 -0.626 -0.041
O -0.671 2.081 1.112
O 0.817 -0.299 -1.669
O 4.352 -6.397 -1.715
O 4.012 -5.243 -3.499
O 0.714 -2.030 0.655
N 2.244 1.325 0.726
N -2.420 4.529 -0.533
N -2.189 3.716 0.551
N 3.861 -5.465 -2.316
C -2.062 -2.810 1.527
C 4.550 1.566 0.998
C 2.429 2.556 0.379
C -3.647 5.259 -0.695
C 1.449 -2.773 -0.064
C 3.577 -0.584 1.546
C -2.796 5.215 2.375
C -3.281 5.383 3.661
C 5.954 -0.191 1.760
C -5.296 -0.873 0.135
C -4.848 -2.330 0.082
C 1.747 -2.513 -1.449
C -1.055 -0.994 2.998
C 2.520 -3.433 -2.173
C 5.820 1.113 1.329
C 2.025 -3.949 0.513
C -1.602 4.865 -2.830
C -3.648 4.284 4.420
C 1.352 -1.315 -2.115
C -2.703 3.935 1.843
C 2.802 -4.803 -0.206
C -1.159 2.855 0.258
C 3.423 0.725 1.093
C -1.590 4.149 -1.533
C -2.318 -1.744 2.584
C -3.520 3.010 3.894
C -3.638 -2.531 -0.821
C -0.789 3.129 -1.086
C 3.042 -4.551 -1.568
C -3.056 2.828 2.605
C 4.842 -1.029 1.868
H -2.466 6.070 1.805
H -1.268 -0.331 3.835
H -2.572 4.777 -3.320
H -1.412 5.925 -2.661
H -3.061 -1.033 2.212
H -4.344 4.710 -1.335
H -3.783 2.150 4.491
H -3.740 -1.914 -1.713
H 4.976 -2.043 2.211
H 6.932 -0.564 2.028
H -6.133 -0.759 0.821
H -0.274 -1.696 3.287
H 6.675 1.766 1.247
H -3.545 -3.572 -1.132
H -0.673 -0.362 2.164
H -3.444 6.231 -1.143
H -2.935 1.841 2.191
H -2.741 -2.227 3.470
H -4.482 -0.228 0.460
H -2.841 -3.569 1.519
H -4.650 -2.688 1.092
H 1.816 -4.134 1.556
H 1.636 3.213 0.072
H 1.612 -1.317 -3.188
H 2.734 -3.259 -3.217
H 2.704 -1.212 1.651
H -3.358 6.375 4.076
H -5.665 -2.942 -0.312
H -1.106 -3.299 1.700
H -0.836 4.470 -3.489
H -0.031 2.591 -1.624
H -4.113 5.403 0.277
H 3.247 -5.679 0.245
H -5.619 -0.546 -0.851
H -4.030 4.420 5.420
```

Output
Spin multiplicity = 1
HOMO-LUMO gap (spin up / spin down) = 6.05 / 6.04 eV
Largest force on an atom = 0.04521 Eh/bohr
E = -76100.7186 eV
Total charge = +1